(1)
A 3-piece molecular cluster, C25H36F6O8 overall at a distorted geometry, computed with ωB97M-V/def2-TZVPD.

Each line ends with the Löwdin charge.
Geometry (Å):
C (2.63810, -3.71742, -0.02760)  -0.14
O (3.00412, -2.30276, -0.19899)  -0.29
C (3.72161, -2.07336, -1.47852)  -0.21
C (3.73856, -0.43983, -1.83575)  -0.16
C (4.47524, 0.40012, -0.63458)  -0.20
C (3.63184, 1.70243, -0.08680)  -0.22
C (2.31257, 1.33748, 0.81589)  -0.20
C (1.04286, 0.72674, -0.02302)  -0.20
C (-0.39191, 1.27963, 0.63421)  -0.19
C (-1.26502, 1.99337, -0.59179)  -0.22
C (-2.26643, 0.94411, -1.35991)  -0.19
C (-3.84082, 1.21214, -0.87227)  -0.14
C (-4.74710, -0.15247, -0.80886)  -0.03
C (-4.28128, -1.34534, -0.04801)  -0.12
O (-3.04323, -1.45646, 0.73887)  -0.04
C (-5.26854, -2.67764, -0.09223)  -0.18
O (-4.67677, -3.86802, -0.21815)  -0.02
C (-6.88418, -2.38966, -0.02642)  0.02
C (-7.36819, -1.17412, -0.79625)  0.03
C (-6.22249, -0.25092, -1.59053)  -0.18
O (-6.50574, 0.37879, -2.73353)  -0.02
H (2.08061, -4.18843, -0.94843)  0.10
H (1.93665, -3.84902, 0.91752)  0.10
H (3.62094, -4.35194, 0.20445)  0.10
H (3.11647, -2.65366, -2.30967)  0.12
H (4.81852, -2.51726, -1.46811)  0.13
H (2.68251, -0.03238, -2.14967)  0.10
H (4.41700, -0.35639, -2.81301)  0.11
H (4.82703, -0.33122, 0.24046)  0.13
H (5.49050, 0.82076, -1.09570)  0.10
H (3.40918, 2.46933, -0.97420)  0.11
H (4.37610, 2.28995, 0.63810)  0.11
H (1.94114, 2.36506, 1.29388)  0.11
H (2.54340, 0.63235, 1.72725)  0.12
H (1.00233, -0.46137, 0.06280)  0.11
H (1.04406, 1.03884, -1.16934)  0.10
H (-0.22123, 2.11900, 1.43161)  0.10
H (-0.99135, 0.41481, 1.16386)  0.10
H (-0.56659, 2.49165, -1.39302)  0.11
H (-1.88446, 2.84995, -0.07890)  0.10
H (-1.93702, -0.17372, -1.25100)  0.11
H (-2.20496, 1.20138, -2.52273)  0.12
H (-3.89492, 1.86486, 0.12184)  0.13
H (-4.30479, 1.89999, -1.72909)  0.12
H (-3.33016, -1.35007, 1.70640)  0.14
H (-7.60283, -3.07849, 0.58908)  0.12
H (-8.52315, -0.90469, -0.82210)  0.13
C (-3.55678, -4.52059, 3.43987)  -0.06
C (-4.98399, -4.03652, 3.61585)  -0.22
O (-5.48203, -4.39353, 4.91372)  0.01
C (-5.12094, -3.56765, 5.94681)  -0.32
O (-4.41222, -2.57328, 5.81219)  0.14
C (-5.75700, -4.03311, 7.25550)  -0.47
F (-5.65510, -5.38071, 7.44154)  0.14
F (-7.08870, -3.74219, 7.31106)  0.14
F (-5.19606, -3.45698, 8.35616)  0.14
H (-3.48848, -5.59596, 3.63443)  0.09
H (-3.20195, -4.32053, 2.42494)  0.08
H (-2.88211, -4.02658, 4.14602)  0.08
H (-5.63019, -4.52784, 2.88066)  0.12
H (-5.06856, -2.95650, 3.44733)  0.12
C (7.67830, 4.99272, -5.03377)  -0.07
C (6.16643, 5.04683, -4.91745)  -0.21
O (5.74117, 4.56740, -3.63322)  0.01
C (5.80899, 5.46673, -2.60058)  -0.32
O (6.20713, 6.62226, -2.72467)  0.14
C (5.28234, 4.84379, -1.30888)  -0.47
F (5.75942, 3.58319, -1.09838)  0.13
F (3.92206, 4.73984, -1.30641)  0.13
F (5.61048, 5.56165, -0.19756)  0.14
H (8.04474, 3.98324, -4.82021)  0.08
H (8.00042, 5.28189, -6.03807)  0.08
H (8.15441, 5.66290, -4.31124)  0.08
H (5.71794, 4.38727, -5.66800)  0.13
H (5.78206, 6.05620, -5.10565)  0.13

Properties
Kohn-Sham gap	8.03	eV
total charge	0
energy above the lowest of the compared OMol25 structures with the same formula, charge and spin	10.6635	eV
E_LUMO	-1.8	eV
SMILES string	COCCCCCCCCCCC1=C(O)C(=O)C=CC1=O.CCOC(=O)C(F)(F)F.CCOC(=O)C(F)(F)F

(2)
C25H36IrNP2S3 as an isolated structure at a distorted geometry, computed with ωB97M-V/def2-TZVPD.

Each line ends with the Mulliken spin population.
Geometry (Å):
Ir (1.04296, -0.66757, -0.69655)  0.49
C (2.90646, 3.93563, -0.26205)  0.01
C (2.59416, 2.55133, -0.81945)  -0.02
C (1.75176, 2.68643, -2.08585)  0.01
P (1.68056, 1.40423, 0.34175)  0.24
C (2.72116, 1.29593, 1.88785)  0.01
C (1.88486, 1.12983, 3.15285)  0.00
C (3.64646, 0.09443, 1.71155)  0.02
C (0.20016, 2.36593, 0.76815)  -0.02
C (0.23246, 3.48873, 1.57745)  0.01
C (-0.93674, 4.16613, 1.89205)  -0.02
C (-2.15624, 3.71393, 1.39875)  0.01
C (-2.21234, 2.60943, 0.58285)  -0.04
C (-1.03414, 1.91083, 0.22495)  0.04
N (-1.02944, 0.77343, -0.48735)  -0.03
C (-2.07154, 0.30123, -1.20575)  0.03
C (-2.94764, 1.09743, -1.97105)  -0.01
C (-3.97654, 0.52153, -2.68185)  0.00
C (-4.15874, -0.85457, -2.66175)  0.00
C (-3.28064, -1.66357, -1.95705)  0.01
C (-2.23864, -1.11147, -1.23085)  -0.04
P (-0.90784, -2.05427, -0.41895)  0.10
C (-1.02854, -3.74197, -1.21375)  0.00
C (-2.00374, -4.69277, -0.52465)  0.00
C (0.34926, -4.38717, -1.34205)  0.01
C (-1.32194, -2.28077, 1.38455)  -0.01
C (-0.07754, -2.86437, 2.05265)  -0.01
C (-1.70184, -0.96047, 2.04085)  -0.01
H (3.50466, 4.47453, -0.99315)  0.00
H (3.47136, 3.90243, 0.66535)  0.00
H (1.99526, 4.50753, -0.10715)  0.00
H (3.53476, 2.03693, -1.05375)  0.01
H (0.81556, 3.19423, -1.86305)  0.00
H (1.51726, 1.71383, -2.51985)  0.00
H (2.28456, 3.27183, -2.83145)  0.00
H (3.32316, 2.20643, 1.96155)  0.01
H (1.18056, 0.30293, 3.05365)  0.00
H (1.32236, 2.03033, 3.39525)  0.00
H (2.54546, 0.90863, 3.98905)  0.00
H (3.06766, -0.82947, 1.66755)  -0.01
H (4.33246, 0.02623, 2.55055)  0.00
H (4.23996, 0.17653, 0.80245)  0.01
H (1.17066, 3.84403, 1.97655)  0.00
H (-0.89824, 5.03893, 2.52305)  0.00
H (-3.06804, 4.21783, 1.67875)  0.00
H (-3.16674, 2.24093, 0.23965)  0.00
H (-2.77394, 2.15913, -2.04285)  0.00
H (-4.63404, 1.13873, -3.27345)  0.00
H (-4.96984, -1.29887, -3.21665)  0.00
H (-3.43534, -2.73117, -1.97695)  0.00
H (-1.38144, -3.52827, -2.23095)  0.00
H (-1.62674, -5.01667, 0.44275)  0.00
H (-2.12704, -5.58157, -1.14175)  0.00
H (-2.98464, -4.24317, -0.38535)  0.00
H (0.79346, -4.59537, -0.37135)  0.00
H (1.02626, -3.74717, -1.90485)  -0.01
H (0.25696, -5.33007, -1.87795)  0.00
H (-2.16174, -2.97507, 1.46915)  0.00
H (0.79796, -2.24967, 1.81255)  0.00
H (0.11876, -3.88107, 1.72245)  0.00
H (-0.20104, -2.88267, 3.13405)  0.00
H (-0.88724, -0.24077, 1.96385)  0.00
H (-1.91054, -1.12757, 3.09545)  0.00
H (-2.59094, -0.53217, 1.58525)  0.00
S (4.09326, -1.45997, -4.06105)  0.21
C (2.93066, -1.35427, -2.87625)  -0.07
S (1.37976, -0.67337, -3.19695)  0.01
S (3.18826, -1.88097, -1.26125)  0.03

Properties
Kohn-Sham gap (alpha / beta)	4.09 / 4.41	eV
total charge	+1
expectation value of S²	0.868
energy above the lowest of the compared OMol25 structures with the same formula, charge and spin	0.9603	eV
E_LUMO (alpha / beta)	-5.9 / -5.8	eV
spin multiplicity	2

(3)
A 3-piece molecular cluster, C25H36N3O11P2S3 overall at a distorted geometry, computed with ωB97M-V/def2-TZVPD.

Each line ends with the Löwdin charge.
Geometry (Å):
O (2.61947, 1.93848, 6.66786)  -0.05
C (2.11556, 0.68061, 6.52933)  -0.04
N (1.27184, -0.43711, 6.49602)  0.02
N (0.58737, -0.28757, 5.29999)  -0.56
S (-0.77078, 0.78820, 5.52072)  0.77
C (0.19104, -1.60761, 4.67643)  -0.29
C (1.37438, -2.74160, 4.63418)  -0.15
C (2.38426, -2.63861, 3.34010)  -0.25
C (2.80701, -1.07374, 2.95301)  -0.49
S (3.68744, -1.16603, 1.30206)  0.79
C (3.60800, 0.51547, 0.39749)  -0.93
S (4.91883, 0.78200, -0.70675)  0.54
N (2.50206, 1.51838, 0.64147)  -0.16
C (1.14703, 1.02782, 0.18131)  -0.16
C (0.72889, 0.58790, -1.34191)  -0.01
C (-0.81185, 0.05903, -1.69105)  -0.07
C (-2.01257, -0.07212, -0.54091)  -0.06
C (-1.58466, 0.40478, 0.98875)  -0.04
C (-0.06164, 0.94462, 1.33132)  0.01
C (2.83088, 2.89958, 0.11936)  -0.20
C (3.32023, 4.04368, 1.23230)  0.02
C (3.70130, 5.58260, 0.70091)  -0.08
C (3.63250, 6.05545, -0.87356)  -0.08
C (3.10879, 4.93721, -1.96828)  -0.05
C (2.72400, 3.40836, -1.43805)  -0.02
C (-1.19560, -2.25147, 5.32498)  -0.44
O (-2.11729, -2.72528, 4.45042)  -0.16
O (-1.35362, -2.31546, 6.80581)  -0.28
H (-0.26990, 2.10130, 5.24623)  -0.11
H (-0.08498, -1.36681, 3.54066)  0.14
H (0.82066, -3.79437, 4.53230)  0.14
H (1.99297, -2.83173, 5.65070)  0.12
H (3.41806, -3.21019, 3.51211)  0.11
H (1.90820, -3.09511, 2.34560)  0.11
H (1.88786, -0.35790, 2.84318)  0.05
H (3.47156, -0.64253, 3.83535)  0.10
H (1.50974, 0.64466, -2.21625)  0.08
H (-1.12235, -0.24905, -2.79024)  0.07
H (-3.10052, -0.47949, -0.79488)  0.09
H (-2.41874, 0.34051, 1.82253)  0.09
H (0.13749, 1.25007, 2.46767)  0.08
H (3.41144, 3.72179, 2.36223)  0.09
H (4.04857, 6.32505, 1.55170)  0.07
H (3.94475, 7.15164, -1.18460)  0.08
H (3.02897, 5.19736, -3.12359)  0.09
H (2.38235, 2.65671, -2.29550)  0.08
C (1.45202, 6.70085, -7.98556)  -0.14
O (0.18591, 6.12278, -7.70980)  -0.33
P (0.11900, 4.60172, -6.88834)  0.78
O (0.88640, 5.20046, -5.70201)  -0.25
O (1.19087, 3.95355, -7.95744)  -0.28
C (0.72203, 3.66781, -9.25881)  -0.14
O (0.05214, 3.08061, -6.06700)  -0.25
C (-0.83461, 3.05616, -4.96227)  -0.15
H (1.43719, 7.74579, -7.66428)  0.09
H (2.27854, 6.18656, -7.49073)  0.09
H (1.61457, 6.67210, -9.06720)  0.08
H (1.43216, 4.07673, -9.97862)  0.09
H (-0.25929, 4.11514, -9.44203)  0.08
H (0.66202, 2.58542, -9.39403)  0.09
H (-1.82618, 3.39866, -5.27016)  0.08
H (-0.45672, 3.68416, -4.15293)  0.08
H (-0.91014, 2.02816, -4.59872)  0.08
C (-4.03286, -5.77878, -0.33494)  -0.15
O (-4.73366, -5.39133, 0.83639)  -0.34
P (-4.20592, -5.99656, 2.36873)  0.78
O (-2.82109, -5.37425, 2.14572)  -0.24
O (-4.20994, -7.53657, 1.78532)  -0.29
C (-5.46413, -8.15299, 1.58026)  -0.14
O (-3.67823, -6.60192, 3.90103)  -0.25
C (-3.52143, -5.60538, 4.89586)  -0.14
H (-3.81086, -4.88372, -0.92223)  0.09
H (-3.10138, -6.30880, -0.12540)  0.08
H (-4.68461, -6.42936, -0.92584)  0.08
H (-5.47108, -8.59751, 0.58428)  0.08
H (-6.28439, -7.43240, 1.64797)  0.08
H (-5.60729, -8.94153, 2.32267)  0.08
H (-4.43773, -5.01534, 4.98274)  0.08
H (-2.67843, -4.95388, 4.65685)  0.05
H (-3.32191, -6.09586, 5.85203)  0.09

Properties
Kohn-Sham gap	2.98	eV
total charge	-1
E_LUMO	-1.9	eV